Record 1
The following is a quantum chemistry calculation of C2H6BNO3 as an isolated structure in a non-equilibrium geometry, from the Open Molecules 2025 dataset.

Computed properties:
total charge = 0
2S+1 = 1
highest occupied orbital energy = -9.2 eV
frontier orbital gap = 9.955 eV
LUMO energy = 0.715 eV

Geometry (Å):
B 1.230 0.169 0.149
C -1.419 0.877 0.115
C -0.249 -1.223 -0.162
N -1.469 -0.433 -0.030
O -0.367 1.483 0.354
O 1.870 0.525 -1.002
O 1.735 0.367 1.341
H -2.368 1.485 0.061
H 0.025 -1.678 -1.232
H -0.368 -1.977 0.589
H -2.364 -0.785 -0.072
H 1.833 -0.069 -1.743
H 1.911 1.259 1.635

Record 2
The following is a quantum chemistry calculation of C2H6BaO9 as an isolated structure in a non-equilibrium geometry, from the Open Molecules 2025 dataset.

Computed properties:
total charge = -1
2S+1 = 2
highest occupied orbital energy (alpha / beta) = -1.6 / -1.2 eV
⟨S²⟩ = 0.76
frontier orbital gap (alpha / beta) = 2.823 / 2.424 eV
LUMO energy (alpha / beta) = 1.190 / 1.202 eV

Geometry (Å):
Ba 0.077 -0.370 -0.428
C -2.452 1.507 -1.219
O -1.316 1.703 -1.597
O -2.690 0.314 -0.964
O -3.095 2.485 -0.802
C -1.196 1.327 2.002
O -0.025 1.440 1.653
O -1.720 0.209 2.019
O -1.840 2.292 2.168
O 1.919 -1.985 0.929
H 2.724 -2.471 0.749
H 1.981 -1.754 1.856
O 2.599 0.909 0.185
H 2.624 1.122 1.118
H 3.399 1.296 -0.171
O -0.152 -2.360 -2.351
H -0.103 -3.264 -2.038
H -0.734 -2.401 -3.110

Record 3
The following is a quantum chemistry calculation of an isolated ion of composition C2H6Br2N and charge +1 in a non-equilibrium geometry, from the Open Molecules 2025 dataset.

Computed properties:
total charge = +1
2S+1 = 1
highest occupied orbital energy = -14.9 eV
SMILES string = CC([NH3+])(Br)Br
frontier orbital gap = 10.377 eV
LUMO energy = -4.505 eV

Geometry (Å):
C -0.664 0.007 -1.286
C 0.634 0.102 0.066
N -0.135 -0.076 1.350
Br 1.783 1.824 -0.059
Br 1.762 -1.458 -0.051
H -0.271 -0.423 -2.152
H -1.379 -0.515 -0.720
H -0.906 0.984 -1.711
H -0.891 -0.749 1.080
H -0.487 0.876 1.575
H 0.555 -0.570 1.909

Record 4
The following is a quantum chemistry calculation of a 2-piece molecular cluster, C2H6BrO2P overall in a non-equilibrium geometry, from the Open Molecules 2025 dataset.

Computed properties:
total charge = 0
2S+1 = 1
highest occupied orbital energy = -6.7 eV
frontier orbital gap = 3.279 eV
LUMO energy = -3.458 eV

Geometry (Å):
C 0.183 -1.969 -0.330
C 0.400 2.029 0.066
O 0.651 -0.649 -0.207
O 1.603 1.549 -0.511
P 1.939 0.044 -0.873
Br -3.315 0.121 -0.248
H -0.904 -1.904 -0.403
H 0.450 -2.530 0.566
H 0.585 -2.471 -1.209
H 0.360 3.094 -0.154
H 0.412 1.877 1.147
H -0.473 1.523 -0.343

Record 5
The following is a quantum chemistry calculation of a 2-piece molecular cluster, C2H6BrOP overall in a non-equilibrium geometry, from the Open Molecules 2025 dataset.

Computed properties:
total charge = 0
2S+1 = 1
highest occupied orbital energy (alpha / beta) = -8.1 / -8.7 eV
frontier orbital gap (alpha / beta) = 5.205 / 6.625 eV
LUMO energy (alpha / beta) = -2.931 / -2.089 eV

Geometry (Å):
C -1.622 0.009 -0.743
C -0.836 0.619 0.346
O 1.071 -1.215 0.269
P 0.887 0.360 0.534
Br 4.223 0.038 -0.076
H -1.121 -0.869 -1.149
H -2.603 -0.288 -0.360
H -1.808 0.729 -1.549
H -1.202 1.560 0.740
H 1.998 -1.416 0.062
H 1.012 0.472 1.927

Record 6
The following is a quantum chemistry calculation of a 2-piece molecular cluster, C2H6BrOP overall in a non-equilibrium geometry, from the Open Molecules 2025 dataset.

Computed properties:
total charge = 0
2S+1 = 1
highest occupied orbital energy (alpha / beta) = -9.3 / -9.2 eV
frontier orbital gap (alpha / beta) = 8.470 / 8.459 eV
LUMO energy (alpha / beta) = -0.801 / -0.774 eV

Geometry (Å):
C 0.373 0.540 -1.445
C 0.389 -0.057 1.427
O -0.945 -2.743 -0.222
P -0.506 -0.401 -0.106
Br -2.432 0.640 0.062
H 1.099 -0.122 -1.834
H -0.277 0.946 -2.232
H 0.834 1.418 -0.960
H -0.277 0.326 2.140
H 0.464 -1.021 1.909
H 1.278 0.474 1.261

Record 7
The following is a quantum chemistry calculation of C2H6BrOZn as an isolated structure in a non-equilibrium geometry, from the Open Molecules 2025 dataset.

Computed properties:
total charge = +1
2S+1 = 1
highest occupied orbital energy = -13.2 eV
frontier orbital gap = 4.612 eV
LUMO energy = -8.582 eV

Geometry (Å):
Zn -3.031 1.033 2.718
Br -2.691 0.118 1.021
C 1.563 -0.423 -0.789
C 0.225 0.167 -0.522
O -0.199 -0.207 0.802
H 1.756 -1.267 -0.126
H 2.289 0.335 -0.495
H 1.702 -0.805 -1.801
H -0.553 -0.294 -1.131
H 0.040 1.239 -0.577
H -1.102 0.104 0.900

Record 8
The following is a quantum chemistry calculation of a 2-piece molecular cluster, C2H6BrP overall in a non-equilibrium geometry, from the Open Molecules 2025 dataset.

Computed properties:
total charge = 0
2S+1 = 1
highest occupied orbital energy = -9.5 eV
frontier orbital gap = 9.438 eV
LUMO energy = -0.051 eV

Geometry (Å):
C 1.196 -0.603 0.096
C -0.188 -0.092 -0.324
P -0.559 1.469 0.433
Br -1.463 -1.555 -0.165
H 2.021 0.091 0.030
H 1.622 -1.466 -0.464
H 0.973 -0.688 1.158
H -0.598 0.310 -2.025
H -1.774 1.636 -0.279
H -1.231 0.898 1.541

What is the total charge in the seventh record?
+1